1.
Density functional theory data (ωB97M-V/def2-TZVPD) for one molecule with the formula C4H5NOS2 at a distorted geometry.

XYZ file:
```
13
Properties=species:S:1:pos:R:3:forces:R:3
C -1.4317 -0.0002 -0.1252 -0.076 1.227 -0.485
C -0.5836 -1.1190 -0.0865 0.012 -1.264 0.243
C 0.7007 -0.7084 -0.1055 0.389 2.878 -0.069
C -0.6444 1.1263 -0.2322 0.760 0.337 -0.457
H -3.2011 -0.8181 0.0097 1.063 2.379 -0.545
H -0.7021 -2.1883 -0.0940 -0.941 -0.075 0.136
H 2.7078 -1.5118 0.9346 -0.211 0.166 0.188
H 1.8507 2.2106 1.1299 0.803 -0.873 -2.312
H -0.8613 2.1676 -0.5025 -0.145 -0.680 0.505
N 0.6837 0.7122 -0.2354 0.484 -1.422 0.053
O -2.7926 0.0990 -0.1994 -1.090 -2.761 0.644
S 2.1393 -1.6156 -0.2749 0.764 -0.842 -0.418
S 2.1346 1.6457 -0.2186 -1.812 0.930 2.517
```
Forces are in eV/Å.

The calculation puts the HOMO energy at -8.08 eV. Its LUMO energy is 0.535 eV. The structure (SMILES) is Oc1cc(S)n(S)c1. As for the energy: -1081.730091 Eh.

2.
Density functional theory data (ωB97M-V/def2-TZVPD) for one molecule with the formula C15H27NO.

XYZ file:
```
44
Properties=species:S:1:pos:R:3:forces:R:3
C -6.4370 -1.6719 0.3527 0.172 0.254 -0.100
C -5.8143 -0.7289 -0.0406 -0.167 -0.242 -0.018
C -5.0547 0.4166 -0.4974 0.154 0.398 -0.020
C -4.2640 1.0689 0.6434 0.120 -0.097 0.122
C -3.2768 0.1191 1.3224 -0.008 -0.041 -0.126
C -2.1859 -0.4415 0.4089 -0.053 0.308 0.138
C -1.2952 0.6363 -0.2059 0.066 -0.440 -0.008
C -0.1039 0.0211 -0.9367 -0.104 0.302 -0.145
C 0.7165 1.0437 -1.7249 0.014 -0.140 0.140
C 1.2681 2.1792 -0.8544 -0.141 -0.038 0.024
C 1.9665 1.6638 0.3954 -0.031 0.362 -0.570
O 1.5571 1.8739 1.5179 -0.234 -0.022 0.415
N 3.0995 0.9721 0.1393 0.368 -0.193 -0.256
H 3.3452 0.7813 -0.8174 -0.119 0.097 0.025
C 3.8548 0.3085 1.1758 -0.132 -0.217 0.315
C 3.5590 -1.1933 1.2802 0.304 0.074 -0.026
C 4.3360 -2.0721 0.2989 -0.249 0.064 0.039
C 3.9942 -1.8304 -1.1678 0.117 -0.139 0.187
H 4.4054 -0.8861 -1.5182 0.017 0.108 -0.130
H 2.9160 -1.8254 -1.3142 -0.134 0.035 -0.080
H 4.4170 -2.6204 -1.7851 0.023 0.010 -0.130
H 4.1182 -3.1152 0.5397 0.091 -0.018 0.009
H 5.4072 -1.9188 0.4500 0.046 -0.073 0.051
H 2.4864 -1.3461 1.1440 -0.066 -0.004 0.066
H 3.8091 -1.5152 2.2929 -0.052 -0.013 0.057
H 4.9229 0.4722 1.0042 -0.028 0.026 0.064
H 3.5651 0.7968 2.1095 0.152 -0.024 -0.119
H 1.9730 2.7772 -1.4369 -0.022 0.051 0.025
H 0.4556 2.8294 -0.5314 0.096 0.007 0.058
H 1.5406 0.5228 -2.2209 -0.003 0.026 -0.091
H 0.0924 1.4807 -2.5083 0.056 -0.016 -0.059
H -0.4630 -0.7440 -1.6313 0.034 -0.068 0.046
H 0.5396 -0.4740 -0.2058 0.028 -0.116 0.023
H -1.8702 1.2399 -0.9114 -0.042 0.134 -0.026
H -0.9318 1.2878 0.5897 -0.030 0.141 0.018
H -2.6363 -1.0461 -0.3816 0.028 -0.103 -0.044
H -1.5605 -1.1096 1.0065 0.012 -0.082 -0.049
H -2.7991 0.6538 2.1468 -0.016 -0.036 0.066
H -3.8375 -0.7175 1.7465 0.008 0.047 0.101
H -4.9697 1.4247 1.3983 0.010 0.066 -0.069
H -3.7339 1.9387 0.2515 -0.048 0.055 -0.003
H -5.7485 1.1492 -0.9218 0.110 -0.061 -0.067
H -4.3763 0.0978 -1.2930 -0.044 0.071 -0.047
H -6.9867 -2.4989 0.6903 -0.300 -0.453 0.192
```
Forces are in eV/Å.

The calculation puts the HOMO energy at -9.52 eV. Its LUMO energy is 0.851 eV. The structure (SMILES) is C#CCCCCCCCCC(=O)NCCCC. As for the energy: -717.711471 Eh.

3.
Density functional theory data (ωB97M-V/def2-TZVPD) for one molecule with the formula C5H7NO.

XYZ file:
```
14
Properties=species:S:1:pos:R:3:forces:R:3
N 1.4657 -2.0252 0.4616 -0.314 0.145 -0.134
C 0.4864 -1.2334 0.4221 0.088 -0.165 0.125
O 1.2989 0.9906 -1.0169 -0.020 -0.140 -0.151
C 0.1690 1.6080 -0.4588 -0.216 0.199 0.145
C -0.7727 0.6248 0.2307 -0.051 0.097 -0.047
C -0.7883 -0.8169 -0.1775 -0.113 -0.170 -0.269
C -0.3209 -0.3653 1.2457 0.113 0.040 0.306
H 1.5326 -2.5618 -0.4030 -0.037 -0.015 0.081
H -0.4056 2.1564 -1.2230 0.074 -0.088 0.100
H 0.5442 2.3389 0.2639 -0.091 -0.068 -0.063
H -1.7577 1.0490 0.4376 0.144 -0.077 -0.044
H 0.9836 0.2407 -1.5400 0.166 0.128 0.024
H -1.6496 -1.4194 -0.4417 0.162 0.062 0.051
H -0.7854 -0.5865 2.1992 0.097 0.052 -0.127
```
Forces are in eV/Å.

The calculation puts the HOMO energy at -9.43 eV. Its LUMO energy is 0.889 eV. The structure (SMILES) is [H]/N=C1\[C@@H]2[C@H](CO)[C@H]12. As for the energy: -324.606687 Eh.

The calculation returns the following HOMO-LUMO gap values, one per record and in order: 8.6 10.4 10.3 eV.
The calculation returns the following energy relative to the best compared isomer or geometry (same formula, charge and spin) values, one per record and in order: 39.6 2.4 73.9 kcal/mol.